Below is C13H11F2N3OS in the gas phase at a distorted geometry, with properties calculated with ωB97M-V/def2-TZVPD.

Structure (XYZ):
```
31
C13H11F2N3OS, DFT ωB97M-V/def2-TZVPD
F 5.51104 1.11376 0.08896
C 4.44791 1.32936 -0.72638
F 4.56891 2.58499 -1.17187
O 3.27550 1.24190 -0.06565
C 2.75170 -0.01988 0.21082
C 3.48367 -1.18962 0.15750
C 2.87294 -2.39827 0.46277
C 1.54820 -2.42437 0.85374
C 0.81649 -1.25171 0.93021
C 1.39594 -0.03137 0.58841
N 0.73564 1.18754 0.65752
C -0.59322 1.48845 0.53430
S -1.08117 3.00183 0.96013
N -1.37353 0.51809 -0.00966
C -2.75350 0.45370 -0.17479
C -3.25430 -0.50262 -1.06014
C -4.62042 -0.61954 -1.22804
C -5.44615 0.21898 -0.49253
N -4.98076 1.11397 0.35973
C -3.67948 1.23789 0.51978
H 4.54565 0.63706 -1.58515
H 4.53050 -1.17429 -0.10135
H 3.44671 -3.30945 0.41241
H 1.07999 -3.35884 1.12066
H -0.19741 -1.27986 1.29787
H 1.32927 1.99397 0.80814
H -0.86939 -0.22798 -0.47741
H -2.57299 -1.14286 -1.60630
H -5.03247 -1.34698 -1.90996
H -6.52244 0.16979 -0.58247
H -3.36282 1.98634 1.22878
```

Results
Frontier orbital gap: 8.72 eV
Calculated total energy: -36447.8087 eV

---

Below is a molecular structure, C38H33AuBrN2O3P2Te, with properties calculated with ωB97M-V/def2-TZVPD.

Structure (XYZ):
```
81
C38H33AuBrN2O3P2Te, DFT ωB97M-V/def2-TZVPD
Au 0.44361 1.42320 -1.04622
Te -1.47027 -3.13432 0.53979
C -2.14754 -3.18997 2.55935
C -1.32767 -2.85326 3.62900
C -1.84092 -2.89735 4.91637
N -3.08592 -3.27269 5.21106
C -3.85958 -3.61684 4.18369
C -3.44740 -3.58633 2.85912
C -0.48201 -1.32710 0.38961
P -1.21870 0.02927 -0.40883
C -2.44793 0.91315 0.62382
C -3.21872 0.23524 1.56483
C -4.13961 0.91599 2.34852
C -4.30690 2.28533 2.19183
C -3.54639 2.96996 1.25416
C -2.61817 2.28792 0.47936
C -2.25259 -0.59158 -1.78192
C -1.60850 -1.37197 -2.74199
C -2.31277 -1.88859 -3.81572
C -3.67169 -1.62465 -3.94766
C -4.31465 -0.83746 -3.00543
C -3.60686 -0.31921 -1.92681
P 1.24995 -1.05221 0.67441
C 1.92449 -2.75823 0.77738
C 2.23436 -3.37059 -0.43748
C 2.66593 -4.68695 -0.48521
C 2.81203 -5.41253 0.69058
C 2.52151 -4.81120 1.90590
C 2.07716 -3.49598 1.94719
C 1.46655 -0.46153 2.40731
C 0.43232 0.17488 3.08731
C 0.64341 0.75048 4.33500
C 1.89852 0.70060 4.92201
C 2.94585 0.08422 4.24541
C 2.73259 -0.47789 2.99725
H -0.30340 -2.54725 3.46865
H -1.21338 -2.61861 5.75706
H -4.87224 -3.92228 4.42952
H -4.14409 -3.84889 2.07179
H -3.09336 -0.83071 1.69178
H -4.72147 0.37380 3.08394
H -5.02229 2.81927 2.80525
H -3.66497 4.03978 1.13445
H -2.00319 2.82365 -0.23529
H -0.54546 -1.56038 -2.64280
H -1.80075 -2.49105 -4.55561
H -4.22465 -2.02941 -4.78635
H -5.37258 -0.62703 -3.10381
H -4.11853 0.29135 -1.19344
H 2.12786 -2.80186 -1.35536
H 2.89529 -5.14571 -1.43922
H 3.15155 -6.44048 0.65816
H 2.62718 -5.37056 2.82771
H 1.84273 -3.04391 2.90335
H -0.55092 0.21473 2.63208
H -0.17832 1.23849 4.84577
H 2.06597 1.14751 5.89419
H 3.93349 0.05126 4.68957
H 3.56026 -0.94049 2.46953
Br 6.45403 6.57338 -4.12027
C 5.47109 5.68344 -2.76300
C 5.79692 5.90384 -1.43457
N 5.14959 5.31302 -0.43605
C 4.15408 4.48290 -0.74511
C 3.76173 4.20697 -2.04973
C 4.44127 4.82418 -3.08805
C 2.61318 3.26219 -2.35658
O 2.35806 3.04121 -3.54441
O 2.09945 2.72326 -1.33129
H 6.60527 6.57702 -1.17321
H 3.63293 4.00697 0.07522
H 4.15027 4.61996 -4.10929
C -0.37970 1.75583 -6.03077
C -0.54413 1.46035 -4.54879
O 0.60730 0.86553 -3.99199
H -1.29423 2.18708 -6.44654
H -0.14806 0.83876 -6.57503
H 0.43642 2.46328 -6.18873
H -1.36841 0.76154 -4.39037
H -0.79622 2.38436 -4.01094
H 1.30090 1.55190 -3.93439
```

Results
Frontier orbital gap: 6.85 eV
ΔE to the lowest compared entry with this formula, charge and spin: 0.00 kJ/mol
Calculated total energy: -148672.9463 eV
Charge: -1

---

Below is 4 unconnected molecules or ions with the total composition C5H10N2S at a distorted geometry, with properties calculated with ωB97M-V/def2-TZVPD.

Structure (XYZ):
```
18
C5H10N2S, DFT ωB97M-V/def2-TZVPD
C 4.21911 0.33800 0.55440
C -0.34619 0.40751 0.51994
C 0.35004 0.37099 -1.93572
C -0.11550 -0.97052 -0.17090
C -1.45613 -1.88335 0.15789
N 3.11124 0.50819 0.35543
N 0.19459 -0.81081 -1.53574
S -0.02027 1.66062 -0.74938
H 5.27313 0.13530 0.60205
H -2.89199 3.43985 1.13951
H -1.39145 0.47977 0.68971
H 0.17937 0.70648 1.42571
H 0.80172 0.59906 -2.86207
H -3.10252 2.61302 0.91142
H 0.79817 -1.47737 0.24338
H -1.89024 -1.72387 1.22614
H -1.49417 -2.98681 -0.17400
H -2.21892 -1.40607 -0.39779
```

Results
Frontier orbital gap: 9.13 eV
ΔE to the lowest compared entry with this formula, charge and spin: 322.17 kJ/mol
Calculated total energy: -19159.5667 eV

---

Below is a molecular structure, C6H16N3O at a distorted geometry, with properties calculated with ωB97M-V/def2-TZVPD.

Structure (XYZ):
```
26
C6H16N3O, DFT ωB97M-V/def2-TZVPD
C 0.22017 -3.35056 -0.42599
C -2.61430 1.75668 0.16886
C 3.09574 0.83444 -0.75722
C -1.30723 1.11559 -0.26060
C -0.12560 -1.07811 -0.21227
C 1.55228 -0.28543 0.62791
N -0.28883 -2.38079 0.20290
N 1.01038 -0.04386 1.91318
N -1.10922 -0.19142 0.41884
O 1.87928 0.85116 -0.02244
H 0.04975 -4.34584 -0.05029
H 0.82282 -3.24375 -1.32943
H -2.67514 1.85167 1.24954
H -2.68778 2.75153 -0.26004
H -3.46487 1.17936 -0.18619
H 3.03648 0.14859 -1.60441
H 3.93568 0.55428 -0.11647
H 3.23856 1.85133 -1.11469
H -0.45556 1.75102 -0.01429
H -1.31133 0.95352 -1.33959
H 0.00970 -0.87500 -1.27674
H 2.24158 -1.12301 0.52167
H 1.12086 -0.81978 2.55223
H 1.31870 0.82763 2.32525
H -0.67171 -0.02158 1.37419
H -2.00387 -0.68004 0.53279
```

Results
Frontier orbital gap: 9.84 eV
ΔE to the lowest compared entry with this formula, charge and spin: 217.66 kJ/mol
Calculated total energy: -12991.2342 eV
Charge: +1

---

Below is 5 unconnected molecules or ions with the total composition CH13N3O4 at a distorted geometry, with properties calculated with ωB97M-V/def2-TZVPD.

Structure (XYZ):
```
21
CH13N3O4, DFT ωB97M-V/def2-TZVPD
N 0.51306 0.44574 0.30454
C 1.42970 -0.31388 0.76501
N 1.65937 -0.55090 2.08318
N 2.30212 -0.87909 -0.16756
H -0.23821 0.73992 0.91329
H 2.42975 -1.06425 2.47703
H 0.95572 -0.37918 2.78471
H 1.75295 -1.35857 -0.87207
H 2.89186 -1.62431 0.20215
O -0.03815 -1.36675 -3.19786
H -0.96556 -1.13063 -3.27035
H 0.44215 -0.63673 -2.80243
O -2.53091 0.39745 3.17804
H -3.37877 0.61596 2.75691
H -2.46971 1.15517 3.77460
O -1.84764 -0.41107 -1.35191
H -2.69614 0.04502 -1.38103
H -1.23109 0.27090 -1.03978
O 0.33035 1.95565 -2.09524
H -0.11731 2.66454 -1.63059
H 0.80645 1.42502 -1.43064
```

Results
Frontier orbital gap: 9.79 eV
ΔE to the lowest compared entry with this formula, charge and spin: 74.27 kJ/mol
Calculated total energy: -13908.4352 eV

---

Below is 6 unconnected molecules or ions with the total composition C42H47Cl2N2O13P2, with properties calculated with ωB97M-V/def2-TZVPD.

Structure (XYZ):
```
108
C42H47Cl2N2O13P2, DFT ωB97M-V/def2-TZVPD
C 1.72303 4.30485 3.25984
C 1.82620 3.19797 4.31337
C 1.13076 1.86178 3.97759
Cl 0.64626 1.12228 5.54480
C 1.97569 0.80751 3.20993
C 3.19255 1.29716 2.43106
Cl 4.15631 -0.20723 1.99889
N 2.84915 2.05667 1.27459
C 1.47208 1.93652 0.83566
C 0.90239 0.52271 0.86792
C -0.54485 0.53837 0.37292
C -0.71195 0.04190 -1.07498
C 0.23989 0.63105 -2.12820
C 0.40535 -0.40345 -3.25343
C -0.27470 1.97307 -2.70087
N 1.17589 -0.08822 2.25745
P -0.27536 -0.87194 3.07526
P -0.00668 -2.77793 2.02214
O -0.04165 -2.54803 0.57785
O 1.37112 -3.43670 2.52031
O -1.10252 -3.73264 2.63551
H 2.52711 4.27690 2.53020
H 0.76403 4.28614 2.74173
H 1.78135 5.26865 3.76515
H 1.33017 3.55419 5.21570
H 2.85943 3.01347 4.61405
H 0.21080 2.08458 3.43572
H 2.36482 0.10878 3.94924
H 3.86016 1.85240 3.08427
H 3.50177 1.89642 0.52002
H 1.40258 2.29176 -0.19032
H 0.81721 2.59531 1.40736
H 1.49429 -0.07909 0.17610
H -1.23088 -0.03911 0.99165
H -0.90680 1.57160 0.42173
H -0.67797 -1.04705 -1.09317
H -1.72682 0.33069 -1.36041
H 1.24547 0.79330 -1.72702
H 0.87450 -1.31436 -2.87469
H 1.00460 -0.00997 -4.07320
H -0.58084 -0.69162 -3.62760
H 0.40204 2.79137 -2.44492
H -0.30390 1.93145 -3.78845
H -1.26822 2.22325 -2.33480
H 1.84284 -0.84544 2.08818
H 0.38212 -1.26969 4.25507
H 2.02538 -3.40927 1.80591
H -0.72359 -4.47252 3.13580
C -0.92488 6.77406 -3.26133
C -0.86167 5.93335 -2.23265
C 0.42788 5.62778 -1.56962
O 0.48404 4.84523 -0.63952
C 1.64605 6.29579 -2.08526
C 1.58636 7.13771 -3.11313
C 0.29478 7.44383 -3.78428
O 0.24087 8.20730 -4.72020
H -1.85232 7.01166 -3.76636
H -1.73451 5.43109 -1.83526
H 2.57340 6.05810 -1.57936
H 2.45977 7.63843 -3.51090
C 2.70515 2.68884 8.01157
C 1.63641 2.96140 8.75338
C 1.68090 4.01349 9.80405
O 0.70761 4.26224 10.47836
C 2.96158 4.74460 9.98768
C 4.02748 4.47431 9.23826
C 3.97938 3.42886 8.18786
O 4.93598 3.18746 7.48150
H 2.70640 1.92796 7.24362
H 0.69259 2.44236 8.63952
H 2.96760 5.50405 10.75898
H 4.96896 4.99661 9.35024
C -4.43770 -1.39679 -5.52578
C -4.20238 -0.39210 -4.68679
C -3.29595 0.72304 -5.05747
O -3.06250 1.62754 -4.28249
C -2.67084 0.68460 -6.40277
C -2.90420 -0.31985 -7.24272
C -3.80284 -1.44115 -6.86777
O -4.00540 -2.36321 -7.62691
H -5.09120 -2.22416 -5.28027
H -4.65039 -0.33636 -3.70273
H -2.01866 1.51274 -6.64992
H -2.45769 -0.37546 -8.22741
C -0.38140 -7.04191 4.82061
C -1.42212 -7.57064 4.18238
C -2.56943 -8.15035 4.93388
O -3.51572 -8.62685 4.35082
C -2.50360 -8.11533 6.41697
C -1.46280 -7.58214 7.05201
C -0.32181 -6.99891 6.30509
O 0.62319 -6.49627 6.87280
H 0.47429 -6.62405 4.30104
H -1.49185 -7.61482 3.10220
H -3.34865 -8.54512 6.93928
H -1.39400 -7.54364 8.13156
C -0.72379 -6.00842 -10.70824
C -1.37936 -5.41363 -11.70108
C -2.52301 -4.50307 -11.43287
O -3.11490 -3.95554 -12.33718
C -2.90925 -4.28692 -10.01538
C -2.25259 -4.88263 -9.02440
C -1.10676 -5.78648 -9.29040
O -0.50190 -6.32035 -8.38470
H 0.11304 -6.67430 -10.87662
H -1.11847 -5.55661 -12.74198
H -3.74140 -3.61950 -9.83546
H -2.51835 -4.73572 -7.98534
```

Results
Frontier orbital gap: 7.78 eV
Calculated total energy: -117527.0049 eV
Charge: +1